Record 1
{"formula": "C39H41BF3N3O3SeY", "method": "wB97M-V/def2-TZVPD", "e_above_lowest_kj_mol": 70.0, "spin_multiplicity": 1, "total_charge": 1, "e_homo_ev": -10.072, "homo_lumo_gap_ev": 6.61, "species": ["Y", "C", "C", "C", "C", "C", "C", "C", "C", "O", "B", "O", "C", "C", "H", "H", "H", "H", "H", "H", "H", "H", "H", "H", "H", "H", "F", "C", "F", "F", "C", "C", "C", "N", "C", "C", "H", "H", "H", "H", "C", "C", "C", "C", "C", "C", "C", "O", "C", "C", "C", "H", "H", "H", "H", "H", "H", "H", "H", "H", "H", "H", "H", "C", "C", "C", "C", "C", "C", "C", "C", "H", "H", "H", "H", "H", "C", "N", "C", "C", "N", "C", "C", "Se", "H", "H", "H", "H", "H", "H", "H", "H"], "xyz": [[-0.10, -0.82, -0.98], [1.86, 7.73, -1.86], [2.94, 6.67, -2.13], [4.17, 6.96, -1.25], [3.37, 6.77, -3.59], [2.38, 5.29, -1.79], [1.98, 5.01, -0.47], [1.45, 3.79, -0.09], [1.33, 2.83, -1.07], [0.85, 1.54, -0.99], [0.94, 1.00, -2.33], [1.49, 1.96, -3.15], [1.72, 3.08, -2.37], [2.25, 4.29, -2.76], [2.25, 8.72, -2.10], [1.55, 7.73, -0.81], [0.98, 7.54, -2.47], [4.58, 7.94, -1.49], [4.94, 6.21, -1.41], [3.91, 6.95, -0.19], [3.78, 7.77, -3.78], [2.53, 6.63, -4.27], [4.15, 6.05, -3.84], [2.07, 5.79, 0.28], [1.13, 3.60, 0.93], [2.54, 4.44, -3.79], [3.66, -7.09, -0.95], [2.32, -7.15, -0.85], [2.02, -7.79, 0.29], [1.87, -7.89, -1.87], [1.73, -5.76, -0.88], [1.27, -5.15, 0.27], [0.77, -3.87, 0.18], [0.73, -3.19, -0.97], [1.18, -3.79, -2.08], [1.69, -5.07, -2.08], [1.28, -5.67, 1.22], [0.39, -3.36, 1.06], [1.13, -3.21, -3.00], [2.04, -5.52, -3.00], [1.88, -3.62, 6.30], [2.05, -2.97, 4.96], [1.04, -2.22, 4.39], [1.16, -1.63, 3.14], [0.01, -0.82, 2.62], [2.38, -1.82, 2.44], [2.60, -1.29, 1.11], [1.74, -0.90, 0.32], [3.44, -2.56, 3.01], [4.76, -2.77, 2.31], [3.25, -3.13, 4.25], [1.03, -3.19, 6.84], [2.77, -3.51, 6.91], [1.70, -4.69, 6.18], [0.12, -2.06, 4.95], [-0.63, -0.52, 3.44], [-0.63, -1.39, 1.94], [0.33, 0.08, 2.09], [3.64, -1.25, 0.77], [4.64, -3.25, 1.34], [5.40, -3.41, 2.92], [5.29, -1.83, 2.16], [4.05, -3.71, 4.70], [-1.88, 0.28, 0.02], [-2.87, 0.98, 0.23], [-4.02, 1.80, 0.49], [-4.44, 2.73, -0.45], [-5.56, 3.52, -0.21], [-6.26, 3.39, 0.99], [-5.83, 2.47, 1.94], [-4.72, 1.68, 1.69], [-3.89, 2.83, -1.38], [-5.88, 4.24, -0.95], [-7.13, 4.00, 1.18], [-6.37, 2.37, 2.87], [-4.38, 0.97, 2.44], [-3.29, -3.61, -3.58], [-4.17, -2.93, -2.65], [-5.43, -2.46, -2.94], [-5.91, -1.89, -1.81], [-4.93, -2.02, -0.85], [-5.00, -1.54, 0.52], [-3.87, -2.65, -1.37], [-2.30, -3.08, -0.46], [-3.82, -3.73, -4.52], [-3.01, -4.58, -3.18], [-2.39, -3.02, -3.75], [-5.88, -2.58, -3.91], [-6.85, -1.42, -1.61], [-5.91, -0.96, 0.64], [-4.13, -0.91, 0.71], [-5.00, -2.38, 1.21]]}

Record 2
{"formula": "C6H18N3P", "method": "wB97M-V/def2-TZVPD", "e_above_lowest_kj_mol": 98.0, "spin_multiplicity": 1, "e_homo_ev": [-7.863, -6.924], "homo_lumo_gap_ev": [7.84, 7.22], "species": ["C", "C", "C", "C", "C", "C", "N", "N", "N", "P", "H", "H", "H", "H", "H", "H", "H", "H", "H", "H", "H", "H", "H", "H", "H", "H", "H", "H"], "xyz": [[-1.54, -1.83, -0.71], [2.26, -0.97, 0.47], [-0.64, 0.92, 2.07], [-0.99, -1.46, 2.44], [-0.88, 2.26, -1.69], [1.13, 1.28, -2.50], [1.02, -1.67, 0.14], [-0.92, -0.37, 1.49], [0.41, 1.74, -1.36], [-0.39, -0.75, -0.06], [-1.30, -2.28, -1.67], [-2.57, -1.51, -0.63], [2.90, -1.64, 1.04], [2.80, -0.62, -0.41], [2.01, -0.10, 1.08], [0.17, 0.87, 2.80], [-0.36, 1.61, 1.27], [-1.53, 1.30, 2.57], [-0.07, -1.57, 3.02], [-1.82, -1.27, 3.14], [-1.18, -2.38, 1.91], [-1.46, 2.39, -0.78], [-0.75, 3.25, -2.16], [-1.45, 1.63, -2.40], [0.59, 0.52, -3.09], [1.33, 2.13, -3.17], [2.09, 0.87, -2.18], [1.16, -2.35, -0.61]]}